Molecular formula: C39H45CoN5OP2S2
Method: DFT, ωB97M-V/def2-TZVPD

```
95
Properties=species:S:1:pos:R:3:mulliken_charge:R:1
Co 0.434 1.424 1.448 -0.277
C -2.971 -4.778 -3.388 -0.766
S -3.767 -4.740 -1.766 -0.083
C -3.777 -2.953 -1.471 -1.071
C -2.464 -2.439 -0.890 0.320
C -2.528 -0.927 -0.677 -1.009
N -1.356 -0.351 0.020 0.715
P -1.257 -0.242 1.754 0.838
C -2.963 -0.184 2.348 0.375
C -3.536 1.054 2.641 -0.256
C -4.849 1.129 3.081 -0.704
C -5.593 -0.032 3.228 -0.579
C -5.031 -1.268 2.931 -0.803
C -3.719 -1.349 2.496 -0.186
C -0.639 -1.836 2.360 0.219
C -0.814 -2.138 3.712 -0.649
C -0.285 -3.307 4.239 -0.730
C 0.430 -4.177 3.426 -0.691
C 0.630 -3.867 2.088 -0.839
C 0.107 -2.694 1.559 -0.270
P -0.355 0.854 -0.667 1.233
C 0.876 0.069 -1.748 1.405
C 0.980 -1.305 -1.923 -0.550
C 1.992 -1.838 -2.714 -0.527
C 2.913 -1.000 -3.325 -0.903
C 2.827 0.376 -3.141 -0.828
C 1.819 0.907 -2.352 -0.632
C -1.385 1.816 -1.812 0.679
C -1.311 1.648 -3.195 -0.252
C -2.137 2.388 -4.030 -0.741
C -3.038 3.297 -3.495 -0.616
C -3.125 3.461 -2.117 -0.981
C -2.301 2.726 -1.279 -0.449
H -2.984 -5.816 -3.715 0.359
H -1.937 -4.437 -3.336 0.173
H -3.534 -4.174 -4.098 0.275
H -4.600 -2.769 -0.779 0.424
H -4.010 -2.451 -2.413 0.405
H -1.650 -2.692 -1.572 0.120
H -2.270 -2.940 0.060 0.053
H -3.423 -0.701 -0.094 0.296
H -2.643 -0.423 -1.637 0.660
H -2.953 1.959 2.531 0.089
H -5.287 2.089 3.320 0.453
H -6.614 0.023 3.585 0.420
H -5.617 -2.171 3.047 0.462
H -3.282 -2.316 2.276 0.475
H -1.374 -1.467 4.355 0.505
H -0.439 -3.539 5.285 0.445
H 0.826 -5.098 3.833 0.457
H 1.183 -4.547 1.452 0.474
H 0.267 -2.453 0.517 0.562
H 0.257 -1.962 -1.461 -0.648
H 2.054 -2.910 -2.858 0.499
H 3.693 -1.414 -3.952 0.398
H 3.542 1.031 -3.623 0.443
H 1.743 1.984 -2.223 0.642
H -0.618 0.935 -3.622 0.492
H -2.079 2.248 -5.101 0.465
H -3.683 3.868 -4.151 0.438
H -3.842 4.156 -1.698 0.507
H -2.389 2.841 -0.205 0.345
C 0.738 7.048 -1.237 -1.439
C 1.099 5.789 -0.533 0.833
C 2.262 5.093 -0.711 -0.978
C 2.450 3.883 -0.020 0.738
N 1.506 3.392 0.782 -0.291
C 0.382 4.099 0.992 0.376
S -0.771 3.453 2.037 -0.540
N 0.197 5.277 0.344 0.101
C 3.726 3.129 -0.153 -0.880
H 1.531 7.352 -1.914 0.369
H 0.557 7.855 -0.523 0.385
H -0.179 6.901 -1.812 0.377
H 3.027 5.470 -1.373 0.471
H -0.668 5.771 0.523 0.327
H 4.117 3.188 -1.168 0.428
H 3.593 2.093 0.142 -0.224
H 4.467 3.585 0.510 0.434
N 2.063 0.359 1.700 -0.591
C 3.084 -0.172 1.573 0.823
N 4.212 -0.793 1.429 -0.081
C 4.919 -1.361 2.599 -0.705
C 4.663 -2.860 2.623 -0.252
O 5.062 -3.448 1.398 -0.421
C 4.343 -2.943 0.293 -0.224
C 4.549 -1.443 0.146 -0.013
H 4.577 -0.876 3.511 0.466
H 5.982 -1.166 2.462 0.318
H 3.597 -3.049 2.806 0.087
H 5.251 -3.333 3.406 0.418
H 3.270 -3.157 0.401 0.008
H 4.721 -3.455 -0.589 0.443
H 3.929 -1.031 -0.650 -0.086
H 5.597 -1.227 -0.065 0.242
```

Its total charge is +2. For the HOMO-LUMO gap (alpha / beta), the calculation gives 6.4449 / 6.2151 eV. Its spin multiplicity is 4. The calculation puts the LUMO energy (alpha / beta) at -5.660 / -5.890 eV. The energy relative to the best compared isomer or geometry (same formula, charge and spin) comes out at 0.00 kcal/mol. As for the expectation value of S²: 3.762.


Molecular formula: C39H45MnN5P2
Method: DFT, ωB97M-V/def2-TZVPD

```
92
Properties=species:S:1:pos:R:3:mulliken_charge:R:1
Mn -1.092 0.938 0.977 0.161
C 1.305 -5.415 -2.007 -0.592
C 2.234 -4.454 -2.024 -0.602
C 2.761 -3.805 -3.257 -0.914
C 1.701 -3.384 -4.289 -1.146
C 0.438 -2.811 -3.722 0.080
C -0.622 -3.553 -3.396 -0.115
C -0.663 -5.037 -3.673 -1.076
C 0.557 -5.876 -3.219 -0.918
C -2.767 2.002 0.657 -1.825
H 1.148 -6.033 -1.116 0.582
H 2.735 -4.152 -1.107 1.165
H 3.463 -4.482 -3.774 0.329
H 3.348 -2.924 -2.947 0.323
H 2.170 -2.617 -4.915 0.419
H 1.474 -4.235 -4.942 0.361
H 0.395 -1.714 -3.722 0.576
H -1.546 -3.126 -2.991 0.387
H -0.753 -5.238 -4.756 0.265
H -1.570 -5.447 -3.201 0.343
H 0.160 -6.869 -2.975 0.441
H 1.248 -6.002 -4.056 0.435
H -3.380 2.053 1.570 0.467
H -3.402 1.797 -0.215 0.747
H -2.261 2.972 0.519 0.130
P -0.876 1.034 -1.434 0.517
P 1.205 0.176 0.793 0.211
N -2.158 0.349 -2.375 0.756
N -0.684 2.622 -2.140 0.748
N 0.865 -1.558 1.065 0.346
N 2.621 0.273 1.776 0.566
C 0.624 0.167 -1.962 -0.222
C 1.782 0.244 -0.941 -1.656
C -3.312 -0.192 -1.796 -0.467
C -4.177 -0.570 -2.809 -0.736
C -3.545 -0.259 -4.057 -0.790
C -2.302 0.291 -3.764 -0.553
C -1.612 3.662 -2.001 -0.538
C -1.089 4.805 -2.588 -0.736
C 0.212 4.478 -3.083 -0.799
C 0.446 3.144 -2.777 -0.399
C -0.055 -2.047 2.000 -0.772
C -0.192 -3.413 1.806 -1.418
C 0.690 -3.790 0.760 -0.086
C 1.296 -2.628 0.300 0.021
C 3.628 -0.685 1.973 -0.332
C 4.614 -0.135 2.780 -0.593
C 4.221 1.206 3.085 -0.789
C 3.005 1.432 2.454 -0.202
H 0.932 0.585 -2.934 1.361
H 0.354 -0.887 -2.118 -1.224
H 2.543 -0.537 -1.114 0.675
H 2.309 1.206 -1.059 0.395
H -3.406 -0.235 -0.720 0.410
H -5.150 -1.017 -2.661 0.454
H -3.971 -0.423 -5.037 0.456
H -1.514 0.639 -4.415 0.487
H -2.558 3.498 -1.506 0.464
H -1.576 5.767 -2.634 0.458
H 0.902 5.144 -3.581 0.448
H 1.306 2.523 -2.970 0.421
H -0.486 -1.381 2.734 0.821
H -0.863 -4.072 2.329 0.469
H 0.850 -4.784 0.374 0.234
H 1.990 -2.457 -0.507 0.189
H 3.533 -1.669 1.548 0.413
H 5.511 -0.632 3.111 0.459
H 4.761 1.914 3.693 0.453
H 2.355 2.299 2.431 0.406
C -3.493 0.581 5.600 -0.666
C -3.144 -0.144 4.451 -1.016
C -2.275 0.399 3.512 -0.033
C -1.643 1.638 3.770 0.215
C -1.989 2.354 4.945 -0.709
C -2.925 1.834 5.836 -0.696
N -0.781 2.102 2.787 0.580
C 0.041 3.208 2.951 -0.720
C 0.289 4.085 1.860 0.251
C 1.088 5.211 2.054 -0.732
C 1.677 5.467 3.297 -0.531
C 1.455 4.597 4.371 -0.970
C 0.636 3.486 4.200 0.118
H -4.221 0.174 6.305 0.350
H -3.580 -1.122 4.264 0.405
H -2.114 -0.096 2.521 0.786
H -1.562 3.337 5.153 0.557
H -3.226 2.426 6.700 0.388
H -0.191 3.903 0.896 0.200
H 1.241 5.907 1.229 0.416
H 2.282 6.362 3.450 0.362
H 1.899 4.778 5.347 0.375
H 0.427 2.840 5.051 0.721
```

Its total charge is 0. For the HOMO-LUMO gap (alpha / beta), the calculation gives 6.1262 / 5.8352 eV. Its spin multiplicity is 6. The calculation puts the LUMO energy (alpha / beta) at -0.135 / -0.549 eV. The energy relative to the best compared isomer or geometry (same formula, charge and spin) comes out at 9.10 kcal/mol. As for the expectation value of S²: 8.766.


> What is the formula in the second record?

C39H45MnN5P2


> Number 2 is which compound?

C39H45MnN5P2


> Look up the energy relative to the best compared isomer or geometry (same formula, charge and spin) of the second one.

9.10 kcal/mol